No. 1
123
Properties=species:S:1:pos:R:3:mulliken_charge:R:1 method="wB97M-V/def2-TZVPD" homo_lumo_gap_ha=0.274 total_charge=+1 homo_energy_ev=-10.99
C 1.001 -0.325 4.682 -0.92
O -0.101 -0.448 5.557 0.01
C -0.857 0.763 5.545 -0.62
C -1.967 0.784 6.590 -0.74
C -3.128 -0.231 6.366 -1.18
C -3.411 -0.599 4.883 0.40
C -2.756 -1.975 4.587 -0.80
C -2.535 -2.294 3.073 -0.96
C -3.371 -1.410 2.126 -0.07
C -3.197 -1.854 0.655 -0.78
C -3.753 -0.717 -0.239 -0.17
C -3.503 -1.028 -1.727 -1.26
C -2.021 -0.822 -2.176 -1.09
C -1.289 0.364 -1.474 -0.24
C -0.425 1.085 -2.517 0.12
C 0.783 0.464 -2.892 -0.24
C 1.257 -0.833 -2.262 -0.26
N 1.899 -0.523 -0.944 -0.51
C 1.553 1.105 -3.884 0.13
C 2.859 0.541 -4.359 -0.01
Cl 4.273 1.527 -4.037 -0.12
C 2.964 -0.647 -4.965 0.14
C 1.789 -1.530 -5.315 -1.03
Cl 4.560 -1.261 -5.380 -0.26
C 1.112 2.310 -4.407 0.08
N -0.023 2.868 -3.990 0.35
N -0.435 4.093 -4.541 -0.99
C -0.813 2.286 -3.062 0.62
C -2.071 2.952 -2.620 -0.80
C -1.955 4.146 -1.892 -0.04
C -3.124 4.756 -1.460 -0.61
C -4.328 4.150 -1.788 -0.56
N -4.478 3.010 -2.452 -0.62
C -3.342 2.455 -2.850 0.31
H 1.311 -1.296 4.274 0.21
H 1.865 0.101 5.229 0.36
H 0.799 0.356 3.839 0.31
H -1.187 0.963 4.513 0.34
H -0.159 1.587 5.806 0.44
H -2.387 1.796 6.613 0.37
H -1.515 0.530 7.560 0.34
H -3.023 -1.164 6.932 0.38
H -4.039 0.255 6.755 0.38
H -4.490 -0.732 4.708 0.39
H -3.095 0.203 4.214 -0.20
H -3.456 -2.740 4.966 0.40
H -1.817 -2.136 5.128 0.28
H -2.796 -3.346 2.871 0.26
H -1.454 -2.197 2.875 0.23
H -2.952 -0.395 2.196 0.18
H -4.426 -1.374 2.431 0.18
H -3.774 -2.780 0.525 0.41
H -2.126 -2.004 0.447 0.26
H -4.844 -0.725 -0.082 0.52
H -3.403 0.270 0.084 0.05
H -3.717 -2.100 -1.865 0.51
H -4.204 -0.515 -2.402 0.35
H -1.509 -1.785 -2.084 0.44
H -2.054 -0.599 -3.257 0.49
H -0.640 -0.011 -0.675 0.49
H -1.985 1.111 -1.086 0.55
H 0.465 -1.575 -2.129 -0.13
H 2.039 -1.304 -2.859 0.42
H 1.557 -1.149 -0.223 0.31
H 1.694 0.441 -0.712 0.27
H 0.907 -1.369 -4.693 0.15
H 1.508 -1.347 -6.361 0.34
H 2.086 -2.582 -5.210 0.39
H 1.713 2.809 -5.169 0.48
H -1.433 4.041 -4.746 0.29
H -0.003 4.212 -5.463 0.24
H -0.979 4.571 -1.664 0.49
H -3.057 5.688 -0.904 0.44
H -5.244 4.657 -1.468 0.41
H -3.417 1.508 -3.398 0.50
C 2.441 5.432 -7.065 0.73
O 1.524 4.636 -7.272 -0.71
N 2.240 6.771 -6.914 -0.39
N 3.722 5.013 -6.969 -0.32
H 2.984 7.421 -6.744 0.17
H 1.298 7.110 -6.981 0.23
H 3.879 4.023 -7.070 0.23
H 4.502 5.619 -6.800 0.16
C -5.412 1.630 2.334 0.75
O -4.340 1.694 2.909 -0.61
N -6.482 0.957 2.847 -0.37
N -5.638 2.226 1.121 -0.32
H -7.369 0.897 2.385 0.15
H -6.359 0.506 3.736 0.23
H -4.877 2.731 0.707 0.09
H -6.515 2.179 0.639 0.16
C 1.343 -2.362 8.808 0.68
O 0.381 -1.821 9.314 -0.64
N 1.816 -2.034 7.567 -0.39
N 2.047 -3.360 9.434 -0.40
H 2.611 -2.476 7.145 0.24
H 1.331 -1.308 7.064 0.18
H 1.739 -3.641 10.346 0.22
H 2.844 -3.809 9.025 0.23
C 5.727 -3.075 -1.570 0.53
O 6.708 -3.229 -2.274 -0.64
N 4.763 -2.143 -1.846 -0.13
N 5.501 -3.816 -0.444 -0.34
H 3.949 -2.002 -1.275 0.18
H 4.893 -1.578 -2.664 0.06
H 6.184 -4.511 -0.205 0.22
H 4.698 -3.697 0.143 0.15
C 1.372 -5.421 5.654 0.51
O 1.184 -4.522 4.852 -0.63
N 1.252 -6.742 5.322 -0.40
N 1.719 -5.188 6.956 -0.28
H 1.403 -7.489 5.973 0.16
H 0.998 -6.959 4.377 0.24
H 1.814 -4.230 7.239 0.10
H 1.877 -5.918 7.623 0.16
C 5.631 1.369 -7.987 0.66
O 4.646 1.796 -7.400 -0.56
N 6.045 1.838 -9.198 -0.43
N 6.380 0.375 -7.448 -0.29
H 6.851 1.485 -9.677 0.16
H 5.506 2.571 -9.620 0.22
H 6.074 0.031 -6.552 0.13
H 7.191 -0.018 -7.887 0.17

***

No. 2
111
Properties=species:S:1:pos:R:3:mulliken_charge:R:1 method="wB97M-V/def2-TZVPD" homo_lumo_gap_ha=0.302 total_charge=+1 homo_energy_ev=-10.41
C -2.529 -5.445 2.906 -1.10
C -3.392 -4.718 1.913 0.73
O -4.231 -4.015 2.268 -0.44
O -3.214 -4.904 0.573 -0.37
C -1.891 -4.662 0.127 -0.88
C -1.581 -3.182 0.020 -0.50
C -1.930 -2.610 -1.360 -0.25
C -1.771 -1.083 -1.321 -0.42
S -0.998 -0.399 -2.827 0.08
C 0.561 0.422 -2.389 -0.35
Cl 1.142 1.146 -3.913 -0.08
C 1.684 -0.472 -1.875 0.49
C 1.973 -1.698 -2.721 -1.57
Cl 1.467 -0.949 -0.171 -0.19
H -2.177 -6.389 2.503 0.41
H -3.122 -5.618 3.787 0.32
H -1.672 -4.844 3.180 0.29
H -1.811 -5.117 -0.852 0.39
H -1.133 -5.128 0.752 0.37
H -0.533 -2.974 0.196 0.17
H -2.129 -2.599 0.755 0.44
H -2.956 -2.896 -1.555 0.40
H -1.315 -3.099 -2.112 0.08
H -2.752 -0.627 -1.179 0.35
H -1.184 -0.827 -0.449 0.57
H -0.600 -1.445 -3.625 0.21
H 0.406 1.239 -1.702 0.58
H 2.583 0.131 -1.903 0.25
H 2.992 -1.992 -2.518 0.46
H 1.329 -2.525 -2.436 0.29
H 1.889 -1.497 -3.778 0.38
C -7.798 -5.297 6.536 -1.05
C -6.400 -5.078 6.011 0.82
O -5.433 -5.134 6.737 -0.57
C -6.258 -4.783 4.537 -0.80
H -7.756 -5.499 7.604 0.29
H -8.402 -4.404 6.366 0.17
H -8.256 -6.152 6.034 0.40
H -6.800 -3.870 4.283 0.35
H -6.650 -5.615 3.950 0.37
H -5.212 -4.644 4.297 0.01
C 0.342 -3.918 -7.182 -1.25
C -0.347 -3.702 -5.864 0.79
O 0.074 -2.895 -5.056 -0.46
C -1.576 -4.526 -5.586 -0.90
H 1.208 -3.264 -7.251 0.30
H 0.673 -4.954 -7.264 0.35
H -0.342 -3.688 -8.000 0.35
H -1.324 -5.587 -5.601 0.35
H -2.339 -4.322 -6.338 0.35
H -1.973 -4.272 -4.604 0.09
C -6.354 0.809 -1.606 -1.10
C -5.089 1.533 -1.229 0.82
O -3.994 1.096 -1.530 -0.55
C -5.235 2.820 -0.463 -1.15
H -6.106 -0.098 -2.152 0.27
H -6.911 0.540 -0.708 0.34
H -6.972 1.446 -2.240 0.35
H -5.746 2.634 0.483 0.35
H -5.807 3.540 -1.050 0.35
H -4.251 3.235 -0.257 0.28
C 5.328 -0.320 0.776 -1.09
C 5.369 0.845 -0.180 0.93
O 4.647 0.884 -1.159 -0.58
C 6.338 1.947 0.130 -0.93
H 4.588 -1.041 0.432 0.19
H 6.305 -0.805 0.813 0.35
H 5.050 0.024 1.773 0.33
H 7.350 1.555 0.138 0.34
H 6.099 2.388 1.100 0.44
H 6.267 2.718 -0.633 -0.01
C 4.294 5.865 -1.547 -1.28
C 5.687 6.063 -2.094 1.09
O 6.649 6.110 -1.363 -0.56
C 5.829 6.204 -3.590 -1.34
H 4.343 5.780 -0.463 0.30
H 3.665 6.718 -1.807 0.40
H 3.860 4.949 -1.954 0.35
H 5.265 7.072 -3.936 0.39
H 5.462 5.304 -4.087 0.36
H 6.878 6.343 -3.843 0.33
C -9.438 -2.544 8.731 -0.94
C -10.791 -2.343 8.093 0.82
O -10.936 -2.406 6.894 -0.55
C -11.951 -2.061 9.017 -1.09
H -8.703 -2.736 7.953 0.13
H -9.145 -1.647 9.279 0.37
H -9.468 -3.398 9.409 0.31
H -11.767 -1.145 9.580 0.32
H -12.087 -2.893 9.710 0.31
H -12.859 -1.939 8.431 0.30
C 7.726 1.852 -3.583 -0.76
C 8.503 0.890 -2.716 0.81
O 8.637 1.080 -1.528 -0.56
C 9.105 -0.315 -3.396 -1.20
H 7.348 2.668 -2.970 -0.01
H 8.376 2.263 -4.356 0.43
H 6.881 1.337 -4.043 0.29
H 9.810 0.004 -4.165 0.35
H 8.318 -0.919 -3.852 0.32
H 9.634 -0.919 -2.662 0.32
C 7.361 10.999 1.172 -1.11
C 7.292 10.188 -0.101 0.79
O 7.574 10.670 -1.173 -0.56
C 6.855 8.747 0.023 -0.84
H 7.687 12.011 0.940 0.31
H 6.377 11.044 1.641 0.31
H 8.074 10.548 1.865 0.31
H 5.847 8.700 0.442 0.33
H 7.546 8.199 0.665 0.33
H 6.852 8.290 -0.955 0.08

***

No. 3
110
Properties=species:S:1:pos:R:3:mulliken_charge:R:1 method="wB97M-V/def2-TZVPD" homo_lumo_gap_ha=0.297 total_charge=+1 homo_energy_ev=-11.09
C -6.637 -0.153 2.370 -1.02
C -6.035 0.408 3.670 -0.48
C -4.899 -0.462 4.259 -0.91
C -3.493 0.054 3.888 -0.36
C -2.678 -0.917 3.022 -0.36
C -3.359 -1.236 1.691 -0.75
C -2.339 -1.761 0.704 0.61
C -2.930 -2.452 -0.514 -1.24
C -1.849 -2.840 -1.525 -0.15
C -0.782 -3.814 -1.005 -1.34
C 0.373 -3.137 -0.261 0.60
C 1.773 -3.666 -0.591 -1.00
C 2.732 -3.416 0.577 -1.29
C 2.768 -1.927 0.975 0.35
C 1.984 -1.649 2.263 0.11
C 2.473 -0.436 3.050 -1.93
C 2.643 0.796 2.173 -0.06
C 1.297 1.510 1.977 -0.51
C 0.594 1.161 0.687 1.50
N 1.320 1.460 -0.531 -0.55
C 0.748 0.644 -1.617 2.56
C 1.440 0.948 -2.948 -1.30
C 1.686 -0.336 -3.736 0.43
C 2.818 -0.212 -4.728 -0.96
Cl 2.464 0.950 -6.019 -0.19
C -0.778 0.712 -1.704 -1.64
N -1.418 1.700 -0.757 0.52
C -0.814 1.754 0.630 -0.91
N -0.911 3.072 1.236 0.31
C -2.263 3.472 1.450 0.62
O -3.052 3.812 0.600 -0.47
F -2.598 3.373 2.715 -0.21
C -0.133 4.114 0.644 0.56
O 0.315 5.050 1.289 -0.51
F 0.067 4.016 -0.676 -0.18
H -6.201 0.366 1.521 0.21
H -7.701 0.031 2.307 0.36
H -6.402 -1.202 2.242 0.25
H -5.656 1.399 3.446 0.28
H -6.800 0.540 4.424 0.41
H -5.017 -1.471 3.880 0.40
H -5.028 -0.506 5.333 0.39
H -3.578 0.978 3.316 -0.27
H -2.934 0.302 4.783 0.62
H -2.504 -1.822 3.599 0.57
H -1.707 -0.444 2.857 -0.29
H -4.128 -1.970 1.893 0.74
H -3.820 -0.310 1.356 0.05
H -1.672 -0.965 0.360 0.00
H -1.734 -2.500 1.219 0.01
H -3.459 -3.365 -0.255 0.42
H -3.647 -1.804 -1.016 0.44
H -2.283 -3.204 -2.449 0.50
H -1.327 -1.907 -1.763 -0.16
H -0.381 -4.312 -1.883 0.64
H -1.230 -4.570 -0.365 0.21
H 0.357 -2.059 -0.405 0.01
H 0.218 -3.280 0.804 0.45
H 1.744 -4.720 -0.846 0.55
H 2.108 -3.116 -1.469 -0.02
H 2.438 -4.000 1.443 0.41
H 3.708 -3.737 0.231 0.37
H 3.806 -1.630 1.092 0.85
H 2.344 -1.339 0.159 -0.49
H 2.132 -2.521 2.895 0.87
H 0.912 -1.605 2.089 -0.60
H 1.811 -0.216 3.878 0.48
H 3.434 -0.675 3.495 0.41
H 3.276 1.475 2.730 -0.22
H 3.176 0.581 1.254 0.30
H 1.470 2.576 2.086 0.29
H 0.620 1.261 2.789 0.44
H 0.439 0.070 0.711 -1.16
H 2.279 1.153 -0.460 0.70
H 0.991 -0.399 -1.392 -1.36
H 0.892 1.680 -3.531 0.48
H 2.412 1.378 -2.721 0.33
H 1.967 -1.153 -3.075 -0.22
H 0.773 -0.647 -4.239 0.22
H 2.989 -1.200 -5.138 0.46
H 3.739 0.051 -4.226 0.46
H -1.031 1.049 -2.702 0.52
H -1.277 -0.238 -1.575 -0.04
H -2.386 1.405 -0.640 0.57
H -1.462 2.610 -1.218 0.63
H -1.402 1.090 1.255 -0.50
C 0.182 -2.885 -6.348 -0.01
O -0.483 -3.737 -5.793 -0.64
N -0.213 -2.162 -7.409 0.13
C 0.641 -1.150 -8.003 -0.89
C -1.534 -2.404 -7.968 -0.96
H 1.200 -2.622 -6.006 0.40
H 0.146 -0.179 -7.948 0.32
H 0.839 -1.390 -9.050 0.38
H 1.583 -1.096 -7.470 0.25
H -2.296 -2.226 -7.209 0.30
H -1.614 -3.440 -8.294 0.29
H -1.701 -1.742 -8.813 0.39
C 5.112 3.918 5.258 0.08
O 4.365 3.061 5.685 -0.57
N 4.838 4.704 4.199 0.18
C 5.762 5.711 3.712 -0.91
C 3.564 4.518 3.533 -0.27
H 6.098 4.121 5.709 0.28
H 5.296 6.697 3.759 0.32
H 6.036 5.497 2.677 0.33
H 6.663 5.719 4.320 0.30
H 2.755 4.689 4.244 0.30
H 3.493 3.491 3.174 -0.31
H 3.469 5.208 2.698 0.45

***

No. 4
117
Properties=species:S:1:pos:R:3:mulliken_charge:R:1 method="wB97M-V/def2-TZVPD" homo_lumo_gap_ha=0.267 total_charge=+1 homo_energy_ev=-10.74
C -0.006 -4.924 5.286 -1.38
C -0.720 -3.958 4.324 -0.10
C -0.163 -2.532 4.401 -1.18
C -0.755 -1.539 3.367 0.04
C -2.025 -2.015 2.690 -1.80
C 0.332 -0.902 2.402 -0.03
O 1.134 -0.284 3.348 -0.32
C 2.392 0.335 3.124 -0.96
C 2.990 0.441 1.723 -0.23
C 0.917 -2.057 1.536 1.54
C 2.246 -2.639 2.088 -2.55
B 2.189 -4.190 2.373 1.06
O 1.512 -5.010 1.521 -0.61
O 2.785 -4.759 3.488 -0.65
C 0.882 -1.838 -0.022 2.31
C -0.434 -2.497 -0.493 -2.13
C 1.996 -2.566 -0.768 -1.33
C 1.805 -3.050 -2.197 -1.72
O 1.261 -2.098 -3.113 -0.12
C 0.635 -2.715 -4.193 0.10
O 1.286 -3.002 -5.188 -0.58
C -0.853 -2.950 -4.117 0.41
C -1.308 -4.016 -5.119 -1.49
N 0.747 -0.387 -0.298 1.31
Si 1.577 0.541 -1.561 2.09
C 1.642 2.341 -0.956 -1.55
C 3.343 0.099 -1.972 -1.52
C 0.653 0.701 -3.218 -1.66
C -0.364 0.140 0.266 -1.90
N -1.328 0.609 -0.479 0.61
C -2.553 1.187 -0.016 -0.35
Cl -3.898 0.133 0.185 -0.11
C -2.722 2.502 0.167 0.74
C -4.014 3.105 0.602 -1.29
Cl -1.461 3.621 -0.111 -0.14
N -0.467 0.143 1.646 1.74
N -0.264 1.489 2.096 -0.69
C -1.077 1.945 2.905 0.44
S -2.086 2.510 3.911 -0.29
H 0.669 -5.584 4.760 0.26
H -0.743 -5.562 5.765 0.41
H 0.486 -4.372 6.080 0.31
H -1.769 -3.946 4.596 0.52
H -0.679 -4.340 3.307 0.18
H -0.476 -2.187 5.383 0.47
H 0.920 -2.540 4.430 0.24
H -1.061 -0.675 3.953 0.90
H -2.744 -2.254 3.468 0.70
H -2.496 -1.274 2.059 -0.19
H -1.920 -2.932 2.118 0.30
H 2.344 1.346 3.518 0.46
H 3.126 -0.153 3.761 0.42
H 2.695 1.378 1.268 0.10
H 2.828 -0.404 1.073 -0.22
H 4.066 0.523 1.853 0.57
H 0.235 -2.886 1.665 0.77
H 3.106 -2.388 1.472 0.08
H 2.488 -2.225 3.061 0.02
H 1.670 -5.927 1.767 0.31
H 3.735 -4.864 3.401 0.30
H -0.335 -3.575 -0.524 0.71
H -0.739 -2.102 -1.453 -0.17
H -1.250 -2.311 0.203 0.08
H 2.969 -2.102 -0.646 0.35
H 2.112 -3.510 -0.241 0.25
H 2.788 -3.356 -2.553 0.42
H 1.215 -3.965 -2.220 0.68
H -1.337 -2.007 -4.370 0.22
H -1.173 -3.275 -3.134 0.10
H -0.995 -4.980 -4.732 0.35
H -2.392 -4.026 -5.100 0.42
H -0.910 -3.842 -6.106 0.35
H 2.663 2.706 -1.031 0.37
H 1.036 2.995 -1.572 0.40
H 1.356 2.459 0.087 0.33
H 3.966 -0.118 -1.110 0.36
H 3.782 0.948 -2.489 0.66
H 3.356 -0.732 -2.673 0.21
H 1.272 0.235 -3.980 0.24
H -0.284 0.145 -3.248 0.28
H 0.530 1.738 -3.511 0.50
H -1.244 0.551 -1.487 0.27
H -3.865 4.125 0.924 0.41
H -4.409 2.574 1.459 0.19
H -4.757 3.044 -0.187 0.37
C -6.451 2.548 3.453 -0.88
O -6.042 3.836 3.029 -0.10
C -7.131 4.735 2.844 -0.59
C -7.279 5.683 4.012 -0.60
O -7.658 4.997 5.194 -0.38
C -6.583 4.782 6.090 -0.62
H -5.561 2.009 3.782 0.17
H -7.156 2.597 4.285 0.48
H -6.907 1.999 2.621 0.28
H -8.060 4.184 2.678 0.40
H -6.918 5.318 1.942 0.34
H -8.073 6.400 3.784 0.39
H -6.352 6.243 4.171 0.32
H -6.311 5.716 6.592 0.34
H -5.706 4.376 5.579 0.20
H -6.915 4.067 6.840 0.25
C 4.903 0.544 -5.982 -0.87
O 4.733 1.794 -5.331 -0.13
C 5.908 2.595 -5.371 -0.59
C 5.821 3.668 -6.433 -0.56
O 5.801 3.112 -7.737 -0.38
C 4.507 3.072 -8.312 -0.64
H 3.920 0.092 -6.106 0.22
H 5.363 0.660 -6.965 0.44
H 5.520 -0.120 -5.366 0.31
H 6.794 1.973 -5.527 0.39
H 6.002 3.077 -4.392 0.35
H 6.709 4.303 -6.365 0.38
H 4.941 4.298 -6.268 0.32
H 4.194 4.076 -8.620 0.33
H 3.769 2.658 -7.620 0.23
H 4.557 2.436 -9.194 0.25